44
Properties=species:S:1:pos:R:3 method="wB97M-V/def2-TZVPD" homo_lumo_gap_ev=5.44 total_charge=-2
Pt -0.201 2.586 -0.053
Cl 3.781 -3.972 -1.241
C 3.473 -2.343 -0.649
C 4.032 -1.947 0.587
C 3.823 -0.693 1.066
C 3.016 0.300 0.364
O 2.870 1.442 0.819
C 2.450 -0.165 -0.894
C 1.627 0.642 -1.738
O 1.126 1.752 -1.536
C 2.714 -1.470 -1.366
H 4.631 -2.658 1.145
H 4.248 -0.380 2.012
H 1.422 0.187 -2.727
H 2.282 -1.778 -2.312
Se 0.854 4.762 -0.495
Se -0.659 6.502 0.076
Te -2.784 5.196 -0.163
Se -1.954 3.379 1.350
C -2.450 -0.505 2.397
Si -0.757 -0.134 1.640
C 0.192 -1.773 1.601
C 0.171 0.933 2.857
N -0.917 0.644 0.104
C -1.614 0.112 -0.946
C -2.012 -1.247 -0.993
C -2.703 -1.777 -2.069
C -3.042 -0.995 -3.166
C -2.657 0.344 -3.147
C -1.966 0.885 -2.080
H -2.337 -1.041 3.345
H -3.080 -1.103 1.736
H -2.969 0.437 2.588
H 0.399 -2.079 2.632
H 1.153 -1.654 1.096
H -0.339 -2.593 1.113
H 0.352 0.339 3.761
H -0.386 1.828 3.146
H 1.127 1.259 2.439
H -1.760 -1.903 -0.170
H -2.976 -2.828 -2.046
H -3.582 -1.413 -4.007
H -2.904 0.990 -3.983
H -1.690 1.932 -2.092

42
Properties=species:S:1:pos:R:3 method="wB97M-V/def2-TZVPD" homo_lumo_gap_ev="6.79 / 6.89" total_charge=+2
Co 0.677 0.281 -0.384
C 1.846 3.141 -0.100
C 1.305 2.052 0.788
C 2.083 0.948 1.182
C 1.601 0.012 2.149
C 2.450 -1.126 2.595
C 0.327 0.192 2.699
C -0.522 1.155 2.203
C -1.940 1.257 2.639
C -0.027 2.045 1.192
H 2.262 3.935 0.523
H 1.066 3.584 -0.717
H 2.660 2.781 -0.733
H 3.119 0.869 0.868
H 2.712 -0.970 3.646
H 3.371 -1.216 2.025
H 1.889 -2.061 2.562
H -0.011 -0.497 3.463
H -2.028 1.109 3.714
H -2.516 0.458 2.158
H -2.384 2.214 2.371
H -0.695 2.805 0.802
C 0.588 2.059 -3.678
C -0.519 1.323 -3.017
N -0.483 0.678 -1.854
C -1.716 0.099 -1.651
C -2.519 0.391 -2.701
N -1.752 1.171 -3.527
C -3.926 0.064 -3.096
O -4.613 -0.719 -2.289
O -4.354 0.566 -4.094
C -1.843 -0.722 -0.452
O -2.840 -1.283 -0.092
O -0.683 -0.779 0.203
H 1.373 2.292 -2.961
H 0.229 2.992 -4.111
H 1.018 1.458 -4.481
H -2.112 1.537 -4.404
H -4.103 -1.055 -1.523
N 2.204 -2.080 -1.687
C 1.681 -1.197 -1.188
H 2.667 -2.865 -2.123

43
Properties=species:S:1:pos:R:3 method="wB97M-V/def2-TZVPD" homo_lumo_gap_ev=9.05 total_charge=0
C -3.038 -2.903 0.039
C -1.611 -2.450 0.029
C -1.020 -1.942 -1.119
C 0.302 -1.534 -1.133
C 1.066 -1.620 0.025
N 2.401 -1.200 0.094
C 3.083 -0.431 -0.797
O 2.685 -0.138 -1.902
C 4.417 0.081 -0.255
C 4.177 1.190 0.788
C 3.112 2.115 0.231
O 3.306 3.117 -0.396
O 1.902 1.609 0.506
C 0.779 2.148 -0.187
C -0.480 1.709 0.555
C -1.681 1.639 -0.388
C -2.951 1.318 0.384
F -2.815 0.210 1.152
F -3.273 2.318 1.243
C -4.167 1.096 -0.553
F -3.926 0.106 -1.417
F -5.276 0.788 0.111
F -4.412 2.194 -1.272
C 0.482 -2.130 1.183
C -0.836 -2.538 1.181
H -3.543 -2.615 -0.879
H -3.567 -2.469 0.885
H -3.087 -3.988 0.135
H -1.603 -1.868 -2.027
H 0.744 -1.148 -2.036
H 2.833 -1.347 0.996
H 4.995 -0.732 0.186
H 4.970 0.494 -1.099
H 5.097 1.747 0.960
H 3.818 0.769 1.728
H 0.795 1.739 -1.204
H 0.873 3.237 -0.244
H -0.689 2.394 1.377
H -0.299 0.716 0.972
H -1.833 2.595 -0.893
H -1.522 0.856 -1.132
H 1.067 -2.203 2.090
H -1.275 -2.928 2.087

54
Properties=species:S:1:pos:R:3 method="wB97M-V/def2-TZVPD" homo_lumo_gap_ev="6.04 / 6.40" multiplicity=5 total_charge=-2
Os 0.452 -0.367 0.174
F 1.630 2.375 3.820
C 1.016 1.310 4.321
F 1.575 1.054 5.515
F -0.262 1.654 4.557
S 1.135 -0.205 3.231
O 0.102 0.146 2.201
O 0.713 -1.222 4.153
N 2.539 -0.318 2.702
S 3.114 0.535 1.322
O 2.222 1.705 1.136
O 2.851 -0.419 0.188
C 5.805 0.457 2.290
F 5.642 1.192 3.388
F 6.568 -0.602 2.590
F 6.444 1.188 1.370
N -0.444 -1.914 -3.591
C 0.524 -1.890 -2.611
O 0.485 -0.890 -1.842
C 1.468 -2.937 -2.605
C 1.276 -3.990 -3.526
N 1.065 -4.849 -4.274
C 2.626 -3.009 -1.796
N 3.607 -3.183 -1.214
H -1.271 -1.382 -3.373
H -0.581 -2.763 -4.113
C -0.805 1.244 -0.337
H -0.648 2.058 0.382
H -0.534 1.634 -1.325
C -2.913 -0.984 0.407
Si -2.582 0.745 -0.266
C -3.607 1.932 0.790
C -3.388 0.765 -1.998
C -4.748 0.466 -2.139
C -5.373 0.449 -3.377
C -4.643 0.731 -4.525
C -3.295 1.032 -4.415
C -2.683 1.054 -3.167
H -3.981 -1.114 0.613
H -2.356 -1.164 1.330
H -2.612 -1.755 -0.306
H -4.658 1.636 0.849
H -3.557 2.949 0.395
H -3.203 1.947 1.806
H -5.335 0.232 -1.256
H -6.429 0.211 -3.447
H -5.123 0.713 -5.497
H -2.709 1.245 -5.302
H -1.626 1.291 -3.105
C -0.072 -3.397 0.338
O 0.470 -2.229 0.853
H -0.619 -3.245 -0.607
H -0.779 -3.838 1.057
H 0.718 -4.136 0.139